# 1
{"formula": "C11H11N3", "method": "the ωB97M-V functional and the def2-TZVPD basis", "smiles": "C1=C=N[C@@H]2C=CC=C/C2=C\\NCCN=1", "elements": ["C", "C", "N", "C", "C", "C", "C", "C", "C", "C", "N", "C", "C", "N", "H", "H", "H", "H", "H", "H", "H", "H", "H", "H", "H"], "xyz": [[1.86760, -0.72763, 0.06785], [1.21438, -1.49631, -0.70700], [0.21426, -2.10104, -1.10236], [-1.10760, -1.41457, -0.92602], [-1.45650, -1.24742, -2.35582], [-1.47747, -0.01437, -2.88794], [-1.26622, 1.17148, -2.16274], [-0.96575, 1.07432, -0.79756], [-1.05079, -0.11483, -0.08716], [-0.71075, -0.37931, 1.26412], [-0.13245, 0.56241, 2.10909], [1.11673, 1.23212, 1.69859], [2.44958, 0.37999, 1.98574], [2.76987, -0.38259, 0.86461], [-1.65683, -2.17036, -0.25491], [-1.84272, -2.06181, -2.89321], [-2.03530, 0.14188, -3.83208], [-1.30553, 2.16521, -2.58939], [-1.02195, 2.04148, -0.30904], [-1.12312, -1.33184, 1.68246], [-0.20086, 0.36235, 3.17756], [1.06740, 2.09322, 2.41624], [1.11360, 1.54835, 0.53906], [3.18779, 1.00759, 2.30006], [2.35261, -0.33833, 2.79983]], "nbo_charge": [0.183, 0.173, -0.339, -0.131, -0.158, -0.231, -0.228, -0.207, -0.167, 0.084, -0.628, -0.243, -0.252, -0.378, 0.216, 0.216, 0.212, 0.216, 0.212, 0.200, 0.392, 0.207, 0.240, 0.201, 0.208]}



# 2
{"formula": "C11H11N3O", "method": "the ωB97M-V functional and the def2-TZVPD basis", "smiles": "[H]/N=c1\\on(CC=C)nc1-c1ccccc1", "elements": ["H", "N", "C", "O", "N", "C", "C", "C", "N", "C", "C", "C", "C", "C", "C", "C", "H", "H", "H", "H", "H", "H", "H", "H", "H", "H"], "xyz": [[-0.61300, 3.96193, -0.01263], [0.20029, 3.27553, -0.03303], [-0.24641, 2.12413, -0.11914], [-1.62503, 2.07348, -0.32094], [-2.08862, 0.74279, -0.70492], [-3.32711, 0.47550, 0.17756], [-3.39707, -0.89839, 0.54519], [-2.60259, -1.78316, -0.00086], [-1.07919, 0.04334, -0.46669], [0.04911, 0.69912, -0.28412], [1.42630, 0.11618, -0.11719], [1.34627, -1.24931, -0.16763], [2.49580, -1.98994, -0.02957], [3.67660, -1.29378, 0.00677], [3.77177, 0.17005, 0.04123], [2.58049, 0.87599, -0.08495], [-2.95124, 1.25527, 1.01393], [-4.05218, 0.94669, -0.46977], [-3.86413, -1.14896, 1.59112], [-2.14701, -1.59250, -0.98953], [-2.33904, -2.87783, 0.37993], [0.34809, -1.71358, -0.22526], [2.37658, -3.00669, 0.05866], [4.65098, -1.75465, 0.11399], [4.78341, 0.55441, 0.03660], [2.62691, 1.99439, 0.06127]], "nbo_charge": [0.368, -0.689, 0.476, -0.421, 0.082, -0.267, -0.289, -0.332, -0.211, 0.110, -0.084, -0.176, -0.208, -0.199, -0.195, -0.211, 0.241, 0.232, 0.223, 0.215, 0.214, 0.229, 0.212, 0.208, 0.220, 0.253]}



Number 1: Kohn-Sham gap 0.2615 Eh. Number 2: Kohn-Sham gap 0.3100 Eh.